# 1
Density functional theory data (the ωB97M-V functional and the def2-TZVPD basis) for C22H30CoN2P2 as an isolated structure at a distorted geometry.

Element x y z (Å)
1 C 2.74 -2.45 -2.19
2 C 1.79 -1.49 -1.85
3 C 0.57 -1.90 -1.23
4 C 0.30 -3.28 -1.12
5 C 1.30 -4.22 -1.42
6 C 2.52 -3.81 -1.94
7 C -1.04 -3.79 -0.74
8 C -2.08 -2.72 -0.66
9 C -1.74 -1.35 -0.78
10 C -2.79 -0.41 -0.97
11 C -4.12 -0.83 -0.85
12 C -4.43 -2.16 -0.57
13 C -3.41 -3.10 -0.48
14 H 3.67 -2.12 -2.65
15 H 1.09 -5.28 -1.25
16 H 3.29 -4.53 -2.18
17 H -1.37 -4.52 -1.49
18 H -4.91 -0.09 -0.98
19 H -5.47 -2.45 -0.45
20 H -3.64 -4.15 -0.30
21 N -0.38 -0.97 -0.76
22 Co 0.11 0.42 0.16
23 C 2.04 -0.03 -2.16
24 H 1.30 0.37 -2.87
25 H 3.05 0.11 -2.58
26 C -2.49 1.03 -1.33
27 H -1.95 1.11 -2.29
28 H -3.40 1.63 -1.38
29 P 1.94 1.00 -0.65
30 P -1.41 1.81 -0.07
31 C -2.49 1.98 1.37
32 H -1.88 2.05 2.28
33 H -3.10 2.88 1.26
34 H -3.14 1.10 1.44
35 C -1.11 3.50 -0.65
36 H -2.04 4.08 -0.57
37 H -0.34 3.96 -0.02
38 H -0.77 3.49 -1.69
39 C 3.38 0.48 0.32
40 H 4.26 1.04 -0.02
41 H 3.19 0.69 1.38
42 H 3.54 -0.60 0.19
43 C 2.28 2.70 -1.17
44 H 2.05 3.37 -0.33
45 H 3.34 2.78 -1.43
46 H 1.66 2.96 -2.03
47 H -1.00 -4.45 0.28
48 H -1.02 -5.07 0.95
49 C 1.73 3.26 4.42
50 C 1.17 1.83 4.29
51 C 0.85 1.44 2.94
52 N 0.57 1.03 1.88
53 H 2.68 3.35 3.88
54 H 1.91 3.51 5.46
55 H 1.03 3.99 4.01
56 H 1.91 1.10 4.68
57 H 0.26 1.72 4.90

Output
**HOMO-LUMO gap (alpha / beta)**: 6.79 / 6.34 eV
**Total charge**: +1
**E_LUMO (alpha / beta)**: -2.362 / -3.886 eV
**Energy**: -3030.9845 a.u.
**E_HOMO (alpha / beta)**: -9.2 / -10.2 eV
**<S²>**: 6.033
**Spin multiplicity**: 5

# 2
Density functional theory data (the ωB97M-V functional and the def2-TZVPD basis) for C17H49N6O8P2S2Si2TeY as an isolated structure at a distorted geometry.

Element x y z (Å)
1 Y -0.06 -0.18 -0.38
2 N -0.41 -2.39 -2.04
3 N 0.17 -1.69 -3.12
4 C -0.06 -0.32 -3.23
5 O 0.37 0.26 -4.21
6 O -0.71 0.20 -2.26
7 H 0.21 -3.13 -1.70
8 H -1.31 -2.81 -2.30
9 H 0.46 -2.19 -3.96
10 C 5.39 2.20 -2.50
11 N 4.21 1.39 -2.68
12 C 3.89 1.13 -4.08
13 P 2.88 1.51 -1.70
14 O 2.04 0.30 -1.76
15 O 3.60 1.70 -0.23
16 P 3.09 0.78 1.03
17 O 1.69 0.42 0.80
18 N 4.21 -0.45 1.11
19 C 3.67 -1.70 1.63
20 C 5.21 -0.63 0.07
21 N 3.28 1.76 2.34
22 C 4.58 2.05 2.88
23 C 2.14 2.24 3.08
24 N 2.06 2.94 -2.00
25 C 2.64 4.20 -1.58
26 C 0.61 2.95 -1.96
27 H 5.39 3.10 -3.12
28 H 6.27 1.60 -2.76
29 H 5.47 2.49 -1.45
30 H 3.71 2.05 -4.64
31 H 2.99 0.52 -4.13
32 H 4.71 0.59 -4.55
33 H 2.90 -1.45 2.37
34 H 4.46 -2.26 2.12
35 H 3.21 -2.32 0.85
36 H 5.74 0.31 -0.09
37 H 4.80 -0.97 -0.88
38 H 5.93 -1.37 0.42
39 H 5.32 1.44 2.38
40 H 4.60 1.83 3.95
41 H 4.84 3.11 2.74
42 H 1.25 1.74 2.73
43 H 2.03 3.33 2.97
44 H 2.25 1.99 4.14
45 H 3.72 4.12 -1.59
46 H 2.32 4.48 -0.57
47 H 2.33 4.98 -2.28
48 H 0.25 2.09 -2.52
49 H 0.26 3.85 -2.46
50 H 0.21 2.94 -0.93
51 O -1.37 -1.38 3.07
52 S -0.21 -0.86 2.39
53 O 0.93 -0.60 3.23
54 O -0.63 0.37 1.61
55 S 0.33 -2.28 1.06
56 C -5.00 -5.43 0.91
57 Si -4.01 -3.91 1.56
58 C -5.27 -2.60 2.14
59 C -2.89 -4.37 3.04
60 C -2.87 -3.35 0.13
61 Te -2.55 -1.24 0.56
62 C -4.19 -0.63 -0.75
63 Si -4.32 1.17 -0.15
64 C -5.83 2.06 -0.92
65 C -4.52 1.27 1.75
66 C -2.74 2.14 -0.65
67 H -5.65 -5.81 1.69
68 H -4.35 -6.24 0.60
69 H -5.63 -5.17 0.06
70 H -5.83 -2.93 3.01
71 H -5.99 -2.34 1.36
72 H -4.71 -1.70 2.40
73 H -3.47 -4.61 3.92
74 H -2.28 -3.50 3.27
75 H -2.24 -5.20 2.82
76 H -3.30 -3.47 -0.86
77 H -1.90 -3.84 0.19
78 H -5.08 -1.22 -0.58
79 H -3.91 -0.71 -1.79
80 H -6.77 1.61 -0.60
81 H -5.81 2.05 -2.00
82 H -5.86 3.10 -0.61
83 H -5.36 0.68 2.10
84 H -4.67 2.30 2.09
85 H -3.61 0.89 2.23
86 H -2.44 1.89 -1.66
87 H -1.93 1.88 0.04
88 H -2.88 3.21 -0.60

Output
**HOMO-LUMO gap**: 7.61 eV
**ΔE to the lowest compared entry with this formula, charge and spin**: 360.6 kJ/mol
**E_LUMO**: 0.288 eV
**Energy**: -3972.3910 a.u.
**E_HOMO**: -7.3 eV

# 3
Density functional theory data (the ωB97M-V functional and the def2-TZVPD basis) for one molecule with the formula C3H5ClN2 at a distorted geometry.

Element x y z (Å)
1 C -1.96 0.80 0.17
2 C -0.56 0.59 -0.33
3 C 2.48 -0.89 0.12
4 H -1.73 0.90 1.23
5 H -2.45 1.54 -0.49
6 H -0.34 0.65 -1.52
7 H 3.18 -1.21 -0.59
8 H 2.56 -0.73 1.34
9 N 0.32 -0.06 0.57
10 N 1.32 -0.50 -0.48
11 Cl -2.83 -1.10 -0.02

Output
**HOMO-LUMO gap**: 8.81 eV
**ΔE to the lowest compared entry with this formula, charge and spin**: 383.6 kJ/mol
**E_LUMO**: -0.992 eV
**Energy**: -686.8498 a.u.
**E_HOMO**: -9.8 eV

# 4
Density functional theory data (the ωB97M-V functional and the def2-TZVPD basis) for C28H39ClN5O4SZr as an isolated structure at a distorted geometry.

Element x y z (Å)
1 Zr -0.19 -0.79 1.21
2 C 0.55 -2.04 5.02
3 C 1.14 -2.10 3.63
4 C 2.04 -1.12 3.19
5 C 2.66 -1.23 1.95
6 C 2.39 -2.32 1.13
7 C 1.49 -3.30 1.54
8 C 0.87 -3.18 2.79
9 H 1.17 -2.61 5.70
10 H -0.45 -2.46 5.04
11 H 0.49 -1.01 5.38
12 H 2.25 -0.28 3.83
13 H 3.36 -0.46 1.63
14 H 2.89 -2.42 0.18
15 H 1.25 -4.13 0.90
16 H 0.16 -3.94 3.11
17 Cl -7.70 -2.16 0.88
18 C -6.06 -1.61 0.97
19 C -5.81 -0.21 1.04
20 C -4.55 0.28 1.11
21 C -3.43 -0.59 1.12
22 O -2.24 -0.09 1.18
23 C -3.68 -1.99 1.04
24 C -2.63 -2.91 1.03
25 O -1.40 -2.63 1.09
26 C -5.02 -2.48 0.96
27 H -6.66 0.46 1.04
28 H -4.36 1.35 1.16
29 H -2.88 -3.98 0.97
30 H -5.20 -3.54 0.90
31 O -0.07 0.67 0.24
32 C 1.50 4.43 3.13
33 N 0.60 3.30 3.40
34 C -0.19 3.28 4.47
35 C -1.00 2.23 4.72
36 C -0.94 1.16 3.80
37 N -0.17 1.13 2.72
38 C 0.68 2.23 2.45
39 O 1.49 2.35 1.58
40 N -1.73 0.08 4.07
41 H 1.31 5.19 3.88
42 H 1.30 4.82 2.14
43 H 2.54 4.11 3.17
44 H -0.14 4.15 5.12
45 H -1.63 2.19 5.59
46 H -2.58 0.28 4.59
47 H -1.89 -0.57 3.32
48 C -0.07 1.97 -5.49
49 C -1.50 1.69 -5.05
50 C -1.62 0.69 -3.90
51 C -0.98 1.14 -2.59
52 N 0.45 0.83 -2.49
53 C 0.91 -0.28 -1.98
54 S -0.09 -1.61 -1.40
55 N 2.23 -0.46 -1.91
56 C 3.24 0.51 -2.32
57 C 3.45 0.63 -3.83
58 C 4.19 -0.55 -4.47
59 C 3.40 -1.85 -4.54
60 H -0.05 2.61 -6.37
61 H 0.45 1.05 -5.74
62 H 0.50 2.49 -4.72
63 H -2.07 1.31 -5.90
64 H -1.99 2.63 -4.75
65 H -1.17 -0.27 -4.19
66 H -2.67 0.49 -3.71
67 H -1.45 0.67 -1.73
68 H -1.09 2.22 -2.45
69 H 1.10 1.52 -2.82
70 H 2.51 -1.38 -1.61
71 H 4.17 0.21 -1.84
72 H 2.97 1.48 -1.89
73 H 4.02 1.54 -4.00
74 H 2.49 0.76 -4.33
75 H 5.13 -0.71 -3.94
76 H 4.46 -0.26 -5.49
77 H 3.25 -2.31 -3.56
78 H 3.91 -2.58 -5.16
79 H 2.41 -1.69 -4.97

Output
**HOMO-LUMO gap**: 7.54 eV
**ΔE to the lowest compared entry with this formula, charge and spin**: 186.4 kJ/mol
**Total charge**: +1
**E_LUMO**: -2.829 eV
**Energy**: -2570.5047 a.u.
**E_HOMO**: -10.4 eV

# 5
Density functional theory data (the ωB97M-V functional and the def2-TZVPD basis) for one molecule with the formula C3H2N2O at a distorted geometry.

Element x y z (Å)
1 C -0.78 -1.01 -0.25
2 C 0.69 0.54 -0.50
3 C 0.07 0.69 0.78
4 H 1.66 1.04 -0.91
5 H 0.37 1.43 1.55
6 N 0.15 -0.41 -1.23
7 N -0.82 -0.22 0.95
8 O -1.34 -2.06 -0.38

Output
**HOMO-LUMO gap**: 8.95 eV
**ΔE to the lowest compared entry with this formula, charge and spin**: 35.2 kJ/mol
**E_LUMO**: -1.906 eV
**Energy**: -300.2180 a.u.
**E_HOMO**: -10.9 eV

# 6
Density functional theory data (the ωB97M-V functional and the def2-TZVPD basis) for a 10-piece molecular cluster, C23H46Cl14N2O5 overall at a distorted geometry.

Element x y z (Å)
1 C -2.79 17.81 -17.03
2 C -1.68 16.79 -16.72
3 O -0.64 17.58 -16.15
4 C -0.99 18.87 -16.13
5 O -0.30 19.71 -15.67
6 O -2.16 19.08 -16.73
7 H -3.60 17.72 -16.30
8 H -3.14 17.81 -18.05
9 H -1.32 16.35 -17.65
10 H -1.99 15.98 -16.06
11 C -6.14 22.24 -20.08
12 C -5.23 22.01 -18.88
13 O -4.06 22.39 -18.88
14 N -5.80 21.43 -17.80
15 C -5.08 21.22 -16.55
16 H -5.56 22.40 -20.98
17 H -6.76 23.11 -19.91
18 H -6.73 21.34 -20.25
19 H -6.70 21.01 -17.89
20 H -5.70 20.57 -15.93
21 H -5.04 22.17 -16.01
22 H -4.10 20.79 -16.68
23 C 1.56 15.64 -14.49
24 C 2.18 16.93 -14.02
25 O 3.14 16.90 -13.26
26 N 1.69 18.07 -14.51
27 C 2.19 19.36 -14.08
28 H 1.90 15.21 -15.43
29 H 0.47 15.75 -14.53
30 H 1.64 14.88 -13.71
31 H 0.89 18.09 -15.12
32 H 3.26 19.37 -13.95
33 H 1.68 19.66 -13.16
34 H 1.91 20.12 -14.82
35 Cl -0.35 26.69 -13.28
36 C -0.79 26.21 -11.64
37 C -1.53 27.28 -10.87
38 Cl -0.83 28.93 -10.99
39 H 0.19 26.00 -11.21
40 H -1.41 25.31 -11.62
41 H -1.65 27.05 -9.82
42 H -2.54 27.34 -11.28
43 Cl -4.03 24.49 -11.49
44 C -3.63 23.13 -10.41
45 C -2.33 23.26 -9.63
46 Cl -2.27 24.80 -8.72
47 H -3.70 22.21 -10.98
48 H -4.46 23.10 -9.70
49 H -1.49 23.27 -10.31
50 H -2.27 22.44 -8.93
51 Cl 3.80 22.30 -13.95
52 C 4.09 22.76 -15.64
53 C 2.95 22.50 -16.57
54 Cl 1.58 23.60 -16.31
55 H 4.97 22.19 -15.95
56 H 4.42 23.80 -15.65
57 H 2.58 21.48 -16.55
58 H 3.30 22.61 -17.61
59 Cl 4.08 22.12 -8.24
60 C 3.86 22.79 -9.89
61 C 2.49 22.58 -10.51
62 Cl 1.19 23.14 -9.44
63 H 4.68 22.42 -10.50
64 H 4.03 23.86 -9.80
65 H 2.36 21.52 -10.73
66 H 2.47 23.08 -11.47
67 Cl -1.43 16.87 -13.07
68 C -1.96 18.44 -12.38
69 C -3.47 18.54 -12.33
70 Cl -4.31 18.21 -13.85
71 H -1.43 19.24 -12.89
72 H -1.56 18.45 -11.36
73 H -3.71 19.56 -12.03
74 H -3.87 17.88 -11.57
75 Cl -5.38 26.39 -16.06
76 C -4.42 25.32 -17.11
77 C -3.13 24.89 -16.48
78 Cl -2.09 26.34 -16.16
79 H -4.22 25.85 -18.04
80 H -5.06 24.48 -17.36
81 H -2.55 24.23 -17.11
82 H -3.24 24.47 -15.48
83 Cl -0.39 21.62 -12.05
84 C -0.24 22.56 -13.56
85 C -1.59 22.95 -14.13
86 Cl -2.82 21.69 -14.08
87 H 0.39 22.02 -14.26
88 H 0.34 23.43 -13.25
89 H -1.46 23.19 -15.19
90 H -1.96 23.83 -13.60

Output
**HOMO-LUMO gap**: 9.23 eV
**E_LUMO**: 0.138 eV
**Energy**: -7832.4431 a.u.
**E_HOMO**: -9.1 eV